DFT (ωB97M-V/def2-TZVPD) results for a structure of composition C67H50BrI2N3O4P2SSc.

```
131
Properties=species:S:1:pos:R:3:forces:R:3
Sc 1.11406 -1.33773 0.64773 0.6 -0.8 0.0
O 0.38966 0.46522 0.60832 -0.5 1.0 0.1
S 0.03543 1.16206 -0.69897 -0.3 1.0 -0.2
C 1.08392 2.62519 -0.61556 -0.2 -0.1 0.0
C 0.65802 3.75051 0.05128 -0.1 -0.1 0.1
C 1.38176 4.95599 0.05220 0.1 0.1 0.0
C 2.53764 5.01586 -0.67615 -0.1 -0.1 0.0
C 3.48978 6.14952 -0.94847 0.0 0.1 0.0
C 4.56423 5.55111 -1.89240 0.1 0.1 0.0
C 4.20364 4.09417 -2.01311 0.0 -0.1 0.0
C 4.80784 3.05811 -2.66990 0.1 0.1 0.0
C 4.23417 1.77965 -2.56271 -0.2 0.0 0.0
C 3.06586 1.51204 -1.86951 0.0 -0.1 0.0
P 2.53330 -0.23981 -1.69438 1.2 0.3 -0.3
C 2.68887 -0.75231 -3.45660 -0.3 0.0 0.1
C 2.15883 0.08923 -4.43786 0.1 0.0 0.1
C 2.20046 -0.26899 -5.77494 0.0 0.1 0.0
C 2.79375 -1.46464 -6.15611 0.0 0.0 0.0
C 3.33416 -2.29928 -5.19119 0.0 0.0 0.0
C 3.26977 -1.95575 -3.84679 -0.1 0.1 0.0
C 4.00197 -1.10179 -0.97170 -0.2 -0.1 0.0
C 5.22716 -0.53667 -0.64501 0.0 0.0 0.0
C 6.20752 -1.30155 -0.02728 0.0 0.0 0.0
C 5.98114 -2.63613 0.27261 0.0 0.0 0.0
C 4.75392 -3.20850 -0.02903 0.0 0.0 0.1
C 3.77016 -2.44150 -0.63327 0.0 0.1 -0.2
C 2.35888 2.59695 -1.26640 0.2 0.0 -0.1
C 3.00663 3.84920 -1.31470 -0.1 -0.1 0.0
C -1.61839 1.80658 -0.41294 0.1 0.0 -0.4
C -1.90664 2.79157 -1.33654 0.1 -0.1 0.0
C -3.17665 3.34622 -1.51964 -0.1 -0.1 0.0
C -4.18947 2.83870 -0.75925 0.1 0.0 0.0
C -5.64994 3.19710 -0.73577 0.0 0.0 0.0
C -6.26299 2.26181 0.32831 0.0 0.0 0.1
C -5.08047 1.56516 0.94189 0.1 0.0 0.1
C -4.98909 0.78915 2.05462 -0.1 0.1 0.0
C -3.73955 0.22302 2.34742 0.1 0.0 -0.2
C -2.60947 0.33217 1.55527 0.0 -0.4 0.0
P -1.25043 -0.77639 2.18742 -0.7 -0.1 0.5
C -0.91676 0.31140 3.65325 0.3 0.0 0.0
C -0.43706 1.59540 3.38492 0.0 0.0 0.0
C -0.29860 2.53224 4.39502 0.0 0.0 -0.1
C -0.62806 2.20054 5.70071 0.0 0.0 0.1
C -1.08638 0.92492 5.98351 0.0 0.0 0.0
C -1.23329 -0.01360 4.97013 0.0 0.0 -0.1
C -2.03462 -2.22672 3.02712 0.1 0.0 -0.1
C -3.30591 -2.77239 2.86747 0.1 0.1 -0.1
C -3.65838 -3.94983 3.51501 -0.1 0.0 0.0
C -2.75701 -4.59747 4.34252 0.0 0.0 0.0
C -1.48469 -4.06984 4.50867 0.0 0.0 0.0
C -1.12391 -2.91268 3.84043 -0.1 0.1 0.0
C -2.63262 1.26333 0.45153 -0.2 0.0 0.1
C -3.90585 1.85413 0.21305 0.1 0.0 -0.1
H -0.29017 3.72390 0.57396 0.0 0.0 -0.1
H 0.99701 5.81003 0.59401 0.0 0.0 0.0
H 3.92980 6.51035 -0.01748 0.0 0.0 0.0
H 2.97102 6.99328 -1.40460 0.0 0.0 0.0
H 5.57208 5.68529 -1.49905 0.0 0.0 0.0
H 4.54038 6.02770 -2.87386 0.0 0.0 0.0
H 5.71759 3.19316 -3.24099 0.0 0.0 0.0
H 4.73444 0.95442 -3.05467 0.0 0.0 0.0
H 1.73597 1.04596 -4.15068 0.0 0.0 0.0
H 1.77921 0.39102 -6.52268 0.0 0.0 0.0
H 2.83795 -1.74058 -7.20125 0.0 0.0 0.0
H 3.82065 -3.22044 -5.48458 0.0 0.0 0.0
H 3.68462 -2.62713 -3.10929 0.1 0.0 0.0
H 5.42454 0.50604 -0.84688 0.0 0.0 0.0
H 7.15624 -0.84984 0.23269 0.0 0.0 0.0
H 6.75305 -3.22496 0.74998 0.0 0.0 0.0
H 4.56175 -4.24759 0.20642 0.0 0.0 0.0
H 2.81806 -2.89850 -0.89526 0.1 -0.1 0.0
H -1.09533 3.16095 -1.95453 0.0 0.0 0.0
H -3.32606 4.13465 -2.24510 0.0 0.0 0.0
H -6.09849 3.05172 -1.71889 0.0 0.0 0.0
H -5.78380 4.24700 -0.47025 0.0 0.0 0.0
H -6.92266 1.51911 -0.12515 0.0 0.0 0.0
H -6.84939 2.79875 1.07354 0.0 0.0 0.0
H -5.83715 0.59923 2.70017 0.0 0.0 0.0
H -3.66166 -0.34930 3.26047 0.0 0.0 0.0
H -0.17712 1.86204 2.36831 0.0 0.1 0.0
H 0.05851 3.52695 4.15824 0.0 0.0 0.0
H -0.52635 2.93143 6.49274 0.0 0.0 0.0
H -1.34526 0.65314 6.99852 0.0 0.0 0.0
H -1.61435 -0.99002 5.22630 0.0 -0.1 0.0
H -4.04696 -2.28195 2.25213 0.0 0.0 -0.1
H -4.65012 -4.35912 3.36997 0.0 0.0 0.0
H -3.04239 -5.50686 4.85452 0.0 0.0 0.0
H -0.76445 -4.57342 5.14081 0.0 0.0 0.0
H -0.11901 -2.52048 3.95125 0.0 0.0 0.0
I -3.69746 -6.52293 -2.47810 0.2 0.1 0.0
C -2.18587 -5.13431 -2.04479 -0.3 -0.3 -0.1
C -1.53846 -5.20047 -0.82823 0.0 -0.1 0.0
C -0.60405 -4.22198 -0.55803 0.4 0.3 0.4
I 0.57510 -4.33085 1.20370 -0.3 -0.1 -0.4
C -0.32277 -3.12330 -1.38412 -0.5 -0.8 -0.3
O 0.51146 -2.18603 -0.96210 -0.7 -0.4 -1.0
C -0.94644 -3.14704 -2.66184 0.3 0.4 0.3
C -0.59239 -2.14613 -3.74675 0.1 0.0 0.0
N -0.84866 -0.74295 -3.43749 -0.4 0.0 0.1
C -2.21204 -0.31408 -3.77028 0.2 -0.1 0.0
C -3.27211 -1.05855 -3.00064 0.0 -0.1 0.0
C -4.34877 -1.64058 -3.65988 0.0 0.0 0.0
C -5.27257 -2.37498 -2.93373 0.0 -0.1 0.0
C -5.08122 -2.51261 -1.56964 0.0 0.0 0.0
C -3.98086 -1.88777 -1.00448 0.1 0.0 0.1
N -3.10422 -1.15973 -1.68504 0.1 0.0 0.1
C -1.84768 -4.15421 -2.96387 -0.1 0.0 0.0
H -1.74220 -5.99209 -0.12140 0.0 0.0 0.0
H 0.47745 -2.25623 -3.94092 0.0 0.1 -0.1
H -1.12392 -2.43236 -4.66730 0.1 -0.2 0.0
H -0.21669 -0.17793 -3.98862 0.1 0.0 0.1
H -2.29233 0.74696 -3.53034 0.0 0.1 0.0
H -2.42712 -0.44493 -4.84177 0.0 0.1 0.0
H -4.44961 -1.53185 -4.73231 0.0 0.0 0.0
H -6.10022 -2.86403 -3.43086 0.0 0.0 0.0
H -5.75500 -3.09603 -0.95646 0.0 0.0 0.0
H -3.75726 -1.99700 0.04687 -0.1 0.0 0.2
H -2.30929 -4.16435 -3.94345 0.0 0.1 0.0
Br 2.39230 0.44261 7.77654 0.0 0.0 0.0
C 2.68676 0.93326 5.97947 0.0 0.0 0.0
C 3.16543 2.20309 5.67852 0.0 -0.1 0.0
N 3.39947 2.60160 4.43461 0.0 0.2 0.0
C 3.16817 1.74888 3.44605 0.0 -0.1 0.0
C 2.68513 0.46150 3.65730 0.0 0.1 0.0
C 2.43280 0.04129 4.95706 0.0 0.0 -0.1
C 2.40364 -0.41029 2.49342 0.5 0.1 0.4
O 2.84823 -0.13639 1.35485 0.0 0.1 0.1
O 1.64684 -1.43177 2.62635 0.2 -0.2 1.0
H 3.37455 2.91871 6.46531 0.0 0.0 0.0
H 3.37201 2.09478 2.43891 0.0 0.0 0.0
H 2.07156 -0.95946 5.15044 -0.1 0.0 0.0
```
Positions in Å, forces in eV/Å.

The HOMO-LUMO gap comes out at 7.41 eV. The charge is +1. The energy above the lowest of the compared OMol25 structures with the same formula, charge and spin is 132.5 kJ/mol. For the HOMO energy, the calculation gives -9.9 eV. For the LUMO energy, the calculation gives -2.51 eV. The value obtained for the electronic energy is -8059.43953 Ha.

These are the Löwdin partial charges, in e, on atoms 1 to 99: number 1, Sc, carries 0.65; number 2, O, carries -0.65; number 3, S, carries 1.08; number 4, C, carries -0.28; number 5, C, carries -0.06; number 6, C, carries 0.01; number 7, C, carries -0.14; number 8, C, carries -0.09; number 9, C, carries -0.09; number 10, C, carries -0.14; number 11, C, carries 0.01; number 12, C, carries -0.08; number 13, C, carries -0.28; number 14, P, carries 1.12; number 15, C, carries -0.34; number 16, C, carries -0.13; number 17, C, carries -0.07; number 18, C, carries -0.07; number 19, C, carries -0.07; number 20, C, carries -0.07; number 21, C, carries -0.36; number 22, C, carries -0.07; number 23, C, carries -0.06; number 24, C, carries -0.07; number 25, C, carries -0.06; number 26, C, carries -0.16; number 27, C, carries -0.13; number 28, C, carries -0.08; number 29, C, carries -0.30; number 30, C, carries -0.10; number 31, C, carries 0.00; number 32, C, carries -0.14; number 33, C, carries -0.09; number 34, C, carries -0.09; number 35, C, carries -0.15; number 36, C, carries 0.01; number 37, C, carries -0.09; number 38, C, carries -0.24; number 39, P, carries 1.15; number 40, C, carries -0.31; number 41, C, carries -0.09; number 42, C, carries -0.07; number 43, C, carries -0.08; number 44, C, carries -0.08; number 45, C, carries -0.07; number 46, C, carries -0.37; number 47, C, carries -0.09; number 48, C, carries -0.07; number 49, C, carries -0.07; number 50, C, carries -0.09; number 51, C, carries -0.21; number 52, C, carries -0.10; number 53, C, carries -0.07; number 54, H, carries 0.12; number 55, H, carries 0.12; number 56, H, carries 0.13; number 57, H, carries 0.12; number 58, H, carries 0.12; number 59, H, carries 0.13; number 60, H, carries 0.12; number 61, H, carries 0.12; number 62, H, carries 0.11; number 63, H, carries 0.11; number 64, H, carries 0.11; number 65, H, carries 0.11; number 66, H, carries 0.10; number 67, H, carries 0.10; number 68, H, carries 0.11; number 69, H, carries 0.11; number 70, H, carries 0.11; number 71, H, carries 0.08; number 72, H, carries 0.12; number 73, H, carries 0.12; number 74, H, carries 0.12; number 75, H, carries 0.13; number 76, H, carries 0.13; number 77, H, carries 0.12; number 78, H, carries 0.12; number 79, H, carries 0.10; number 80, H, carries 0.09; number 81, H, carries 0.11; number 82, H, carries 0.11; number 83, H, carries 0.11; number 84, H, carries 0.10; number 85, H, carries 0.09; number 86, H, carries 0.11; number 87, H, carries 0.11; number 88, H, carries 0.11; number 89, H, carries 0.08; number 90, I, carries 0.86; number 91, C, carries -0.73; number 92, C, carries -0.22; number 93, C, carries -0.53; number 94, I, carries 1.20; number 95, C, carries -0.38; number 96, O, carries -0.31; number 97, C, carries -0.13; number 98, C, carries -0.14; number 99, N, carries -0.03